C40H66ClN2O11PS | the ωB97M-V functional and the def2-TZVPD basis

XYZ file:
```
122
Properties=species:S:1:pos:R:3:forces:R:3
C 1.40238 1.82134 0.26182 0.2 -0.4 0.7
C 2.70266 0.93192 0.17226 0.3 0.7 -0.3
C 3.54125 1.19469 -1.13787 -0.4 -0.7 -0.2
C 2.71466 0.93209 -2.47799 0.6 0.0 0.5
C 1.75043 -0.32674 -2.35520 0.4 1.0 -1.3
C 0.99378 -0.46975 -3.76066 0.4 -0.4 0.4
C -0.37182 -1.22621 -3.64479 -0.5 -0.2 -0.3
C -1.61899 -0.55338 -4.05430 -0.5 -1.7 0.8
C -2.93322 -1.24248 -3.93760 2.1 -0.9 0.8
C -2.96822 -2.60164 -3.39251 0.8 1.0 -0.9
C -4.35982 -3.30491 -3.22501 -0.1 0.7 0.7
C -5.03301 -2.86457 -1.84430 -0.1 0.0 -0.7
O -5.43312 -4.07246 -1.18627 -0.1 1.4 0.4
C -6.01968 -3.82292 0.09965 -0.1 -1.6 1.1
C -5.00951 -4.32048 1.22399 -0.2 -0.2 -0.7
C -1.71524 -3.27652 -2.98471 -0.3 0.5 -0.2
C -1.89775 -4.72608 -2.39861 0.3 0.9 0.5
C -0.39449 -2.62536 -3.11932 -3.0 1.7 -0.5
S 1.14217 -3.52334 -2.64963 2.1 -3.0 -2.2
C 1.51428 -3.26518 -0.87010 -0.1 0.1 0.3
O 2.27309 -3.15827 -3.52381 -1.5 1.3 1.5
O 0.97903 -4.98399 -2.80327 -1.2 1.8 1.0
C -4.20815 -0.45966 -4.37102 0.5 1.1 0.4
O -5.13064 -0.92141 -4.99716 0.4 -0.1 0.5
C -4.21008 1.05704 -3.97638 0.9 0.9 0.3
C -5.43527 1.70309 -3.54951 2.3 0.6 -0.4
C -5.36462 3.11558 -3.15730 1.1 -1.7 -1.0
O -6.53148 3.73228 -2.70577 1.3 -0.9 0.4
C -7.24749 2.84528 -1.80206 -1.1 -0.1 0.9
C -8.28734 3.63403 -0.91359 0.6 -0.8 -0.7
C -4.08513 3.81138 -3.25774 -0.4 -1.0 -0.3
C -2.84122 3.16298 -3.72287 -2.3 -1.2 1.0
P -1.26846 4.15569 -3.86119 -0.4 1.3 -1.3
O -1.70563 5.65225 -3.17498 0.6 -2.2 0.7
Cl 0.07607 3.24568 -2.53421 -1.0 0.3 0.1
C -2.90555 1.74658 -4.07558 -1.7 0.1 0.6
C -1.68332 0.90164 -4.59756 -0.9 0.2 0.7
O -0.92343 1.39727 -5.39357 -0.1 -0.4 0.6
H 1.18222 1.96017 1.35886 0.0 0.1 -1.1
H 1.56381 2.81484 -0.22788 -0.1 -0.8 0.6
H 0.49083 1.35636 -0.19380 0.9 0.4 0.3
H 3.36469 1.20539 1.04165 -0.6 -0.4 -0.7
H 2.46041 -0.16022 0.24830 0.2 0.9 0.0
H 4.39438 0.46182 -1.15970 -0.6 0.7 0.2
H 3.99512 2.22431 -1.10797 -0.6 -0.9 -0.1
H 3.49767 0.73130 -3.26844 -1.0 0.1 0.6
H 2.17402 1.85074 -2.82203 0.3 -0.9 0.5
H 2.42462 -1.19047 -2.14408 -0.8 0.6 -0.1
H 0.97258 -0.18612 -1.56435 0.8 -0.1 -0.5
H 1.65478 -1.02534 -4.48620 -0.7 0.5 0.8
H 0.90372 0.56800 -4.16040 -0.4 -1.0 0.3
H -4.29038 -4.41747 -3.22065 0.1 1.0 0.0
H -5.08554 -3.02080 -4.02266 1.0 -0.2 0.4
H -5.95639 -2.23090 -2.01468 0.9 -0.6 0.0
H -4.33426 -2.22877 -1.23162 -0.4 -0.8 -0.3
H -6.91734 -4.50273 0.17851 0.7 0.8 -0.3
H -6.36906 -2.77126 0.25426 0.4 -0.7 -0.3
H -5.52895 -4.92850 2.01670 0.4 1.0 -0.6
H -4.42175 -3.47167 1.65093 -0.4 -0.8 -0.2
H -4.32489 -5.05119 0.70459 -0.5 0.9 0.6
H -1.06916 -4.88534 -1.66555 -0.7 -0.3 -0.9
H -2.85307 -4.81775 -1.80890 0.9 0.2 -0.8
H -1.88169 -5.48697 -3.22497 0.2 0.7 0.9
H 1.28850 -2.21792 -0.53989 0.3 -1.1 -0.3
H 0.93507 -4.02981 -0.28726 0.3 0.8 -0.7
H 2.60288 -3.52079 -0.75014 -1.0 0.4 -0.4
H -6.35799 1.07750 -3.54805 0.9 0.8 0.0
H -7.84980 2.07704 -2.36851 0.8 0.8 0.3
H -6.51156 2.31226 -1.13286 -0.7 0.5 -0.8
H -8.96290 2.84525 -0.47369 0.6 0.9 -0.3
H -7.76269 4.17859 -0.09335 -0.6 -0.2 -0.8
H -8.89661 4.28910 -1.58235 0.5 -0.3 0.8
H -4.09016 4.89185 -2.96767 0.2 -1.1 -0.3
H -1.68533 5.54826 -2.19969 -0.2 0.4 -0.5
C 0.06736 0.48454 4.41952 0.0 0.3 -0.1
O -0.79422 1.38631 3.74183 0.0 -0.4 0.2
C -2.16645 1.00431 3.81579 -0.2 0.5 -0.3
C -2.95330 2.01456 4.63970 0.4 -0.2 0.2
N -2.58797 1.94061 6.05155 -0.2 0.1 -0.1
C -3.12516 3.03744 6.85717 0.3 -0.1 0.1
C -2.60839 4.44799 6.55646 -0.2 0.1 0.4
O -1.23435 4.63534 6.86603 -0.2 0.0 -0.3
C -0.33645 4.27613 5.82883 0.2 0.1 0.3
H 1.09660 0.78497 4.22048 -0.1 0.0 0.0
H -0.10090 0.52552 5.49994 0.0 -0.2 0.0
H -0.07361 -0.53789 4.05742 0.0 0.0 0.1
H -2.29036 -0.01128 4.20470 0.1 0.1 0.1
H -2.55162 1.01586 2.79105 0.0 0.0 0.0
H -4.02336 1.81073 4.53276 0.0 0.0 0.0
H -2.74830 3.01088 4.22858 -0.1 0.0 -0.2
H -1.57823 1.95184 6.13114 -0.1 0.0 0.0
H -2.88076 2.80752 7.89811 0.0 0.1 0.0
H -4.21730 3.03146 6.78199 0.0 0.0 -0.1
H -3.15364 5.13647 7.20920 0.0 0.0 0.0
H -2.82475 4.76996 5.53215 0.1 -0.1 -0.1
H -0.76504 4.42964 4.83466 0.0 -0.1 0.0
H -0.01306 3.23894 5.94460 0.0 -0.1 -0.2
H 0.55133 4.90463 5.92217 -0.1 0.0 0.0
C 7.85591 -2.50067 -1.71368 0.0 -0.2 0.2
O 8.62858 -2.86191 -0.58024 0.0 0.3 -0.3
C 9.73565 -1.99080 -0.35440 0.2 -0.3 0.5
C 9.53952 -1.21117 0.93874 -0.3 0.0 -0.3
N 8.46300 -0.23359 0.80421 0.2 0.0 0.2
C 8.06110 0.37978 2.06980 -0.2 -0.1 -0.2
C 7.41661 -0.53220 3.11868 -0.1 0.4 0.2
O 6.14546 -1.03928 2.73498 0.3 -0.2 0.0
C 6.19251 -2.23629 1.97524 -0.4 0.2 0.0
H 7.10749 -3.27756 -1.87230 0.1 0.0 0.1
H 7.33674 -1.55146 -1.54724 0.0 0.1 -0.2
H 8.48118 -2.43123 -2.60806 0.0 0.1 0.0
H 9.91137 -1.32061 -1.20155 -0.2 0.0 0.0
H 10.61958 -2.62701 -0.24656 0.0 0.0 0.0
H 10.46930 -0.69192 1.19084 0.0 0.0 0.0
H 9.32127 -1.93491 1.73382 0.2 -0.1 0.0
H 7.65362 -0.68961 0.40033 0.1 0.0 0.0
H 7.33952 1.16318 1.82012 0.0 0.0 0.1
H 8.92771 0.88040 2.51328 0.0 -0.1 0.0
H 7.23421 0.07881 4.00802 0.0 0.0 0.0
H 8.07831 -1.34279 3.44177 0.0 -0.1 -0.2
H 7.04916 -2.86326 2.23628 0.0 0.1 -0.1
H 6.20224 -2.00707 0.90689 0.1 -0.2 -0.1
H 5.27893 -2.79957 2.17751 0.0 0.1 0.1
```
Positions in Å, forces in eV/Å.

Results
- SMILES = CCCCCCc1c2c(c(CCOCC)c(C)c1S(C)(=O)=O)C(=O)c1cc(OCC)cc(P(O)Cl)c1C2=O.COCCNCCOC.COCCNCCOC
- charge = 0
- HOMO energy (eV) = -8.8
- LUMO (eV) = -1.149
- HOMO-LUMO gap (eV) = 7.602